# 1
# C3H2NO2S2

A gas-phase ion, C3H2NO2S2 (charge -1) in a non-equilibrium geometry (ωB97M-V/def2-TZVPD, the Open Molecules 2025 dataset).

The geometry in XYZ format:
```
10
Properties=species:S:1:pos:R:3:forces:R:3
C 1.24528 1.00836 -0.17817 2.07 0.43 0.09
C 0.31414 -1.61412 0.38009 0.30 2.35 0.94
C 0.39419 1.99139 -0.34777 -1.81 1.11 1.50
N -0.87930 -1.58818 -0.11556 1.13 -1.28 0.44
O -0.44392 2.82706 -0.26689 1.65 -1.37 -0.93
O -3.15563 -0.88256 -0.73802 -2.26 -0.54 -0.95
S 1.04856 -0.15861 1.18969 -0.93 -0.02 -0.44
S -1.91150 -0.39276 -0.15073 1.62 0.99 0.60
H 2.33840 1.15198 -0.38641 -1.45 -0.03 -0.48
H 1.04977 -2.34255 0.61376 -0.32 -1.63 -0.77
```
Forces are in eV/Å.

For the HOMO-LUMO gap (spin up / spin down), the calculation gives 5.6 / 5.6 eV. Its multiplicity is 1. The HOMO energy (spin up / spin down) comes out at -2.3 / -2.3 eV. As for the charge: -1. As for the structure (SMILES): O=C=CS/C=N\S[O-].

=====

# 2
# C60H70ClN10

6 unconnected molecules or ions with the total composition C60H70ClN10 in a non-equilibrium geometry (ωB97M-V/def2-TZVPD, the Open Molecules 2025 dataset).

The geometry in XYZ format:
```
141
Properties=species:S:1:pos:R:3:forces:R:3
C -21.12901 0.73339 -14.21652 -0.29 -0.16 0.58
N -20.97870 0.63814 -12.71601 1.58 0.34 -0.90
C -21.97790 0.42835 -11.88714 -1.05 -1.12 -0.11
C -21.78958 0.24480 -10.53529 0.00 1.02 0.42
C -20.52794 0.33304 -9.97563 0.98 -0.27 -1.17
C -19.44621 0.63758 -10.88150 -1.17 -0.31 -0.23
C -19.71525 0.81157 -12.26062 -0.36 -0.02 1.97
C -20.49301 0.04835 -8.49556 0.82 -0.29 -0.02
C -19.75743 -0.96693 -7.84912 -1.17 0.03 1.26
C -20.03733 -1.22096 -6.47313 -0.61 0.20 -1.41
N -20.97378 -0.50664 -5.81742 0.47 0.86 1.02
C -21.56421 0.56703 -6.37992 0.74 -0.69 -0.28
C -21.35184 0.79755 -7.70871 -1.02 0.99 0.06
C -21.47312 -0.78116 -4.43073 0.32 -1.75 -0.14
H -22.15670 0.44649 -14.42163 0.03 0.41 -0.37
H -20.45179 0.03009 -14.69690 -0.04 -0.17 0.27
H -20.80949 1.73300 -14.51265 -0.41 0.13 -0.05
H -22.95705 0.21824 -12.29867 -0.03 0.43 -0.25
H -22.66451 0.20187 -9.90117 -0.10 -0.53 -0.15
H -18.43239 0.74486 -10.52420 -0.01 0.10 -0.02
H -19.02301 1.17254 -13.01591 0.33 -0.02 0.15
H -19.17788 -1.70593 -8.38314 0.29 0.23 -0.03
H -19.63850 -2.06954 -5.93604 0.07 -0.03 -0.08
H -22.15623 1.20500 -5.73937 -0.34 -0.18 -0.12
H -22.00183 1.56824 -8.10475 0.40 0.20 -0.37
H -22.43252 -1.27695 -4.57957 -0.39 0.67 0.30
H -21.45979 0.09268 -3.78698 -0.36 0.22 -0.44
H -20.92134 -1.57471 -3.92368 0.52 0.11 -0.35
C -13.18632 10.15000 -19.11929 0.14 0.12 -0.17
N -13.56529 10.45375 -17.70831 -1.01 -0.57 0.02
C -14.21599 11.58718 -17.40208 0.60 0.29 -0.13
C -14.53996 11.91015 -16.08872 0.45 -0.27 -0.24
C -14.30299 10.98392 -15.06217 -0.20 0.34 -1.36
C -13.79444 9.72507 -15.43775 0.51 1.08 -0.34
C -13.39103 9.53250 -16.75605 -0.11 -0.64 1.02
C -14.58857 11.36594 -13.66111 0.18 -0.50 0.04
C -15.89828 11.52104 -13.21741 -0.11 0.28 1.20
C -16.09497 11.80534 -11.87285 0.29 -0.23 0.17
N -15.06796 11.83931 -11.00371 -0.60 0.02 0.21
C -13.80657 11.64449 -11.41421 -0.18 0.67 -0.12
C -13.52072 11.47676 -12.76186 -0.49 -0.35 0.86
C -15.35783 11.96908 -9.52103 0.55 -0.78 -0.72
H -13.35519 11.05853 -19.69147 0.39 -0.06 -0.10
H -13.76803 9.35590 -19.58695 -0.44 0.03 0.51
H -12.15365 9.80771 -19.13403 0.11 0.44 -0.03
H -14.34546 12.24166 -18.25375 -0.24 0.32 0.24
H -14.84761 12.93101 -15.90502 -0.36 -0.09 0.13
H -13.58283 8.99493 -14.67098 -0.13 -0.22 -0.18
H -12.93424 8.60117 -17.06033 0.03 0.03 -0.12
H -16.82436 11.39046 -13.76025 0.34 0.07 -0.65
H -17.07575 11.93014 -11.43522 -0.07 0.10 -0.13
H -13.09491 11.70393 -10.60258 0.40 -0.08 -0.32
H -12.48344 11.35499 -13.03742 -0.04 0.09 -0.24
H -14.44747 12.32595 -9.04680 -0.30 0.49 0.07
H -15.50188 10.94681 -9.17244 -0.27 0.07 0.09
H -16.25066 12.56679 -9.36627 0.23 0.19 0.05
C -8.65021 8.37375 -16.11502 0.01 0.60 -0.02
N -9.61466 7.32526 -15.67346 -0.53 0.70 0.19
C -10.58215 7.64692 -14.79768 -1.17 -1.18 -0.03
C -11.60302 6.72920 -14.46247 0.26 0.40 -0.65
C -11.66365 5.46723 -15.07934 0.98 0.29 -0.07
C -10.60567 5.21135 -15.96597 -0.11 -1.04 0.09
C -9.61917 6.11410 -16.26529 0.32 0.88 0.32
C -12.69304 4.38564 -14.85703 -0.53 1.60 0.35
C -13.47596 4.34518 -13.69415 0.08 -1.03 0.06
C -14.32494 3.26436 -13.48374 -0.70 0.36 -0.68
N -14.56687 2.33313 -14.45308 1.25 0.61 0.94
C -13.93590 2.48337 -15.62060 0.58 -0.41 -0.34
C -13.01317 3.49405 -15.85791 0.21 -0.99 0.10
C -15.53430 1.22802 -14.22837 -0.08 0.38 -1.28
H -8.52590 9.16446 -15.37634 0.02 -0.48 0.48
H -9.07533 8.91802 -16.95872 0.09 -0.48 -0.36
H -7.68258 7.93349 -16.34155 -0.10 -0.04 -0.09
H -10.64906 8.66170 -14.43406 0.46 -0.01 0.11
H -12.38529 7.10219 -13.81638 0.04 -0.17 0.18
H -10.50145 4.21686 -16.37801 0.00 0.10 -0.28
H -8.80430 5.99180 -16.96626 -0.08 -0.53 -0.05
H -13.38984 5.07531 -12.90301 0.12 -0.04 0.03
H -14.92994 3.18243 -12.59328 0.03 -0.05 0.02
H -14.04051 1.69376 -16.35213 -0.43 0.10 -0.08
H -12.45784 3.43804 -16.78311 -0.22 0.18 -0.14
H -15.21626 0.25653 -14.60817 0.79 0.25 0.04
H -16.32415 1.54027 -14.92011 -0.93 -0.08 0.92
H -15.76642 1.13636 -13.17389 -0.35 0.39 -0.16
C -13.12837 -0.94767 -7.82497 -0.04 -0.49 0.58
N -13.79350 -0.95965 -6.49375 -0.87 -0.18 -0.53
C -13.45696 -0.04076 -5.58374 0.00 0.45 -0.43
C -14.24288 0.23907 -4.48740 -0.34 -0.16 -0.14
C -15.40687 -0.50885 -4.26844 0.84 0.07 -0.57
C -15.63607 -1.55735 -5.18420 -0.75 -0.21 0.28
C -14.87621 -1.76422 -6.31494 0.64 1.03 1.09
C -16.36503 -0.09629 -3.20619 -0.61 -0.89 0.41
C -17.64493 -0.66214 -3.10379 -0.21 0.42 -0.19
C -18.56978 -0.08419 -2.24611 0.87 0.89 -0.17
N -18.18690 0.96227 -1.48436 -1.22 -0.27 0.05
C -16.90386 1.33927 -1.35002 -1.54 -0.07 0.14
C -15.99960 0.81918 -2.22815 1.40 0.00 -0.02
C -19.24522 1.58483 -0.60465 1.36 -0.48 0.92
H -12.21053 -1.52310 -7.71826 0.09 0.12 -0.37
H -12.95771 0.07904 -8.13664 0.16 -0.05 0.13
H -13.83032 -1.41528 -8.51022 0.27 -0.09 -0.11
H -12.62145 0.58076 -5.87515 0.15 -0.02 0.30
H -13.99007 1.12518 -3.92390 0.11 -0.16 0.19
H -16.49414 -2.19903 -5.04228 0.06 -0.11 -0.05
H -15.09308 -2.49663 -7.07666 0.02 -0.07 0.08
H -17.93470 -1.50087 -3.71868 -0.14 0.03 0.02
H -19.62451 -0.29290 -2.15445 0.12 -0.55 -0.15
H -16.79688 2.03118 -0.52481 0.84 0.17 -0.21
H -14.95100 1.05276 -2.10535 -0.08 0.35 0.06
H -20.24884 1.35543 -0.94528 0.12 0.08 -0.11
H -19.04417 2.64316 -0.45429 -0.17 0.05 -0.43
H -19.02092 1.10427 0.35000 -0.66 0.07 0.23
C -13.50743 -12.23313 -17.02283 -1.21 -0.17 0.18
N -13.37206 -10.83614 -16.51643 -0.39 0.09 -0.67
C -13.23943 -9.82068 -17.39478 1.09 0.08 0.66
C -13.01117 -8.52349 -16.93562 -0.37 0.27 -0.12
C -12.99691 -8.23640 -15.57138 -0.82 -1.23 0.28
C -13.26094 -9.31001 -14.72349 -0.88 -0.95 0.64
C -13.45811 -10.60207 -15.19820 0.29 0.61 -0.73
C -13.02385 -6.83900 -15.06348 -0.50 0.77 -1.09
C -14.25575 -6.27662 -14.65922 1.00 -0.13 1.12
C -14.30569 -4.92888 -14.38076 -0.67 0.03 -1.33
N -13.29724 -4.08797 -14.72825 -0.80 -1.21 1.55
C -12.10077 -4.62605 -15.00050 0.34 0.80 -1.02
C -11.94145 -5.97833 -15.24865 -0.45 -0.36 0.08
C -13.53872 -2.62655 -14.55002 0.82 -1.19 0.04
H -12.61051 -12.78409 -16.75454 0.01 -0.07 -0.44
H -13.85051 -12.24527 -18.05585 1.00 0.25 -0.30
H -14.39592 -12.69266 -16.58401 0.28 0.06 0.72
H -13.17712 -10.10478 -18.43578 -0.24 0.16 -0.08
H -13.00052 -7.69166 -17.62687 0.30 -0.24 -0.32
H -13.54791 -9.23961 -13.68181 0.60 0.55 0.18
H -13.74191 -11.45981 -14.60468 0.19 0.12 0.29
H -15.10711 -6.90908 -14.45034 -0.12 0.09 -0.13
H -15.22414 -4.43958 -14.08907 -0.05 -0.12 0.09
H -11.33428 -3.87563 -15.14263 0.34 -0.34 -0.17
H -11.05103 -6.40173 -15.69341 0.39 0.38 0.35
H -13.47024 -2.44782 -13.47829 0.17 0.39 -0.11
H -14.53894 -2.39213 -14.90318 0.16 0.01 -0.25
H -12.73829 -2.17394 -15.13002 -0.28 0.59 0.18
Cl -18.22686 3.48514 -14.53275 0.49 -0.75 0.48
```
Forces are in eV/Å.

For the HOMO-LUMO gap, the calculation gives 4.4 eV. Its multiplicity is 1. The HOMO energy comes out at -21.4 eV. As for the charge: +9.

=====

# 3
# C38H38Cl5GeNOTi

A molecular structure, C38H38Cl5GeNOTi (ωB97M-V/def2-TZVPD, the Open Molecules 2025 dataset).

The geometry in XYZ format:
```
85
Properties=species:S:1:pos:R:3:forces:R:3
Ti 0.23124 -1.19997 0.43090 -0.19 -0.21 0.16
Cl -2.03418 -7.78613 -1.87528 0.00 0.00 0.02
C -1.63475 -6.32862 -0.99148 0.05 -0.02 -0.12
C -0.69023 -5.45777 -1.50720 -0.07 -0.03 0.08
C -0.41184 -4.31558 -0.78893 0.11 0.05 -0.08
Cl 0.79950 -3.20183 -1.36940 0.04 -0.02 -0.03
C -1.01994 -3.96108 0.43337 0.12 -0.09 0.08
O -0.71580 -2.88844 1.07393 0.01 0.09 0.07
C -1.95900 -4.90756 0.90388 0.01 -0.02 -0.14
Cl -2.75404 -4.59450 2.41069 -0.01 0.03 0.04
C -2.26677 -6.06274 0.20824 -0.04 0.03 0.10
H -0.18629 -5.66617 -2.43974 0.01 0.01 0.00
H -2.99792 -6.75036 0.60929 0.00 0.00 0.00
C -0.69408 2.00184 6.27559 0.00 -0.01 0.03
C -0.74175 1.91934 4.77020 0.00 0.01 -0.01
C -1.55820 2.77233 4.04101 0.00 -0.02 0.01
C -1.58870 2.67050 2.64954 -0.02 0.01 -0.03
C -2.48836 3.56063 1.82833 0.00 0.01 0.00
C -0.79722 1.73429 2.01424 0.03 0.00 0.02
C 0.05305 0.85264 2.71499 -0.02 0.03 -0.06
C 0.04272 0.97542 4.11698 -0.01 -0.02 -0.02
N 0.81897 -0.05431 1.99346 0.08 0.22 0.33
C 2.07183 -0.59008 2.57972 0.10 -0.07 -0.12
C 2.93649 0.45472 3.30632 0.00 0.00 0.01
C 1.84713 -1.80611 3.48810 0.03 -0.01 0.06
C 2.94224 -1.03240 1.38536 -0.04 0.10 -0.06
H -1.38699 2.75724 6.65046 0.00 0.00 0.00
H 0.30842 2.25957 6.62615 0.00 0.00 -0.01
H -0.95840 1.04520 6.73267 0.00 0.00 -0.01
H -2.17165 3.51021 4.55003 0.00 0.00 0.00
H -2.85647 4.40371 2.41708 0.01 0.00 0.00
H -3.35466 3.00679 1.45712 0.00 0.00 0.01
H -1.96874 3.95258 0.95170 0.00 -0.01 0.00
H -0.83373 1.64184 0.93552 0.00 0.01 0.00
H 0.64204 0.31354 4.72238 0.01 0.00 0.01
H 2.62811 0.64117 4.33316 -0.04 0.00 -0.02
H 2.90653 1.40424 2.76480 0.01 0.00 -0.03
H 3.96392 0.08381 3.34197 -0.01 -0.01 0.02
H 1.24886 -1.55100 4.36340 -0.02 0.00 -0.02
H 2.81606 -2.18013 3.82854 0.01 -0.02 0.01
H 1.31764 -2.59983 2.95340 0.01 0.00 -0.03
H 3.34457 -0.15090 0.88171 -0.02 0.00 -0.02
H 2.40512 -1.59436 0.59879 0.09 -0.23 0.11
H 3.77465 -1.65714 1.71760 -0.02 -0.01 0.02
Cl 2.53249 -4.85452 1.23151 -0.07 -0.11 -0.06
C 3.82846 -4.66321 2.33059 0.05 0.22 0.00
Cl 5.75403 -2.29792 3.74547 0.00 0.00 -0.02
H 4.77549 -4.36519 1.90965 0.02 -0.07 0.02
H 3.56423 -4.32790 3.31957 0.01 -0.08 0.04
C -1.00328 -0.27183 -0.66392 -0.24 0.01 -0.18
Ge -0.71380 0.80140 -2.15334 0.03 0.25 -0.12
C 1.12507 1.51220 -2.22303 0.02 -0.01 0.01
C 1.82160 1.73886 -1.03414 -0.02 -0.01 0.00
C 3.11041 2.25760 -1.04496 0.00 0.00 -0.01
C 3.72582 2.56738 -2.25023 0.00 -0.01 0.00
C 3.04682 2.35408 -3.44257 0.00 0.00 0.01
C 1.75958 1.83001 -3.42420 0.00 0.00 -0.01
C -0.97090 -0.06091 -3.92145 -0.05 -0.01 -0.06
C -0.06695 -1.02944 -4.36141 0.01 -0.02 0.01
C -0.25994 -1.71404 -5.55337 0.00 0.02 0.01
C -1.37421 -1.44193 -6.33792 0.00 0.00 0.01
C -2.28355 -0.48062 -5.92094 0.01 -0.01 -0.01
C -2.07867 0.20077 -4.72596 0.01 0.03 -0.02
C -1.88843 2.40526 -2.22020 -0.01 0.00 0.03
C -1.43186 3.65175 -2.64778 -0.01 0.00 -0.02
C -2.25973 4.76861 -2.63427 0.00 -0.01 0.00
C -3.57153 4.65757 -2.19407 0.01 -0.01 0.00
C -4.04504 3.42557 -1.76186 0.00 0.02 -0.01
C -3.20719 2.31805 -1.77108 0.01 -0.02 0.00
H -2.05001 -0.42372 -0.37592 -0.01 -0.02 -0.02
H 1.35891 1.49316 -0.08175 -0.01 0.01 0.00
H 3.63536 2.40939 -0.10907 0.00 0.00 0.00
H 4.73405 2.96470 -2.26043 0.00 0.00 0.00
H 3.52404 2.58690 -4.38804 0.00 0.00 0.00
H 1.24467 1.65543 -4.36409 0.00 0.00 0.00
H 0.80578 -1.25720 -3.75760 -0.01 0.00 0.00
H 0.45642 -2.46433 -5.86788 0.00 0.00 0.00
H -1.53199 -1.97837 -7.26641 0.00 0.00 0.00
H -3.15603 -0.26082 -6.52621 0.00 0.00 0.00
H -2.79746 0.95390 -4.41847 0.01 -0.01 0.01
H -0.40529 3.75729 -2.98360 0.00 0.00 0.00
H -1.87678 5.72922 -2.96014 0.00 0.00 0.00
H -4.21724 5.52786 -2.17640 0.00 0.00 0.00
H -5.06368 3.33252 -1.40259 0.00 -0.01 0.00
H -3.57907 1.36779 -1.40011 0.01 0.01 0.00
```
Forces are in eV/Å.

For the HOMO-LUMO gap (spin up / spin down), the calculation gives 5.7 / 5.9 eV. Its multiplicity is 3. The HOMO energy (spin up / spin down) comes out at -1.8 / -2.0 eV. As for the charge: -2. The expectation value of S² is 2.013.

=====

# 4
# C3H7NO2S

A single C3H7NO2S molecule in a non-equilibrium geometry (ωB97M-V/def2-TZVPD, the Open Molecules 2025 dataset).

The geometry in XYZ format:
```
14
Properties=species:S:1:pos:R:3:forces:R:3
C 0.24097 -0.42466 -0.04520 -0.57 0.90 -0.17
C 1.44142 0.55233 -0.08579 -0.97 -1.94 1.22
C -1.11058 0.37373 0.01043 1.23 0.99 -1.49
H 0.91714 -0.83533 1.72908 0.19 -0.06 1.24
H -0.48914 -1.70146 1.28505 -0.29 -0.23 0.66
H 0.20483 -0.96310 -0.99873 0.16 0.08 -0.09
H -1.04900 0.94212 -0.96352 -0.68 -0.09 1.24
H -1.19064 1.08210 0.88006 0.08 -0.82 -0.80
H -2.56751 -0.87584 -1.35626 0.05 -0.09 -0.62
H 2.05068 2.00104 -1.08109 1.45 1.06 0.16
N 0.40005 -1.32222 1.03706 0.65 -0.47 -0.80
O 2.31975 0.54561 0.72590 0.48 0.24 0.44
O 1.36143 1.36805 -1.08950 -1.56 0.26 -1.84
S -2.52940 -0.74238 -0.04747 -0.23 0.20 0.87
```
Forces are in eV/Å.

For the HOMO-LUMO gap, the calculation gives 9.7 eV. Its multiplicity is 1. The HOMO energy comes out at -9.1 eV. As for the structure (SMILES): N[C@@H](CS)C(=O)O.

=====

E in eV, matching the order above: -30397.263 -90671.357 -185804.962 -19644.893
Energy relative to the best compared isomer or geometry (same formula, charge and spin) in kcal/mol, matching the order above: 62.47 91.35 0.00 16.40